Formula: C29H45AsN5O3RbS3
Source: the OMol25 dataset
Level of theory: the ωB97M-V functional and the def2-TZVPD basis

Each line ends with the Löwdin charge.
CARTESIAN COORDINATES (ANGSTROEM)
Rb -0.47760 0.00439 -0.18111  0.609
As -1.38005 -2.75636 1.17707  1.061
S 3.07589 1.19678 -1.00434  0.861
S -3.31511 -0.95816 -1.20174  0.409
S -2.30797 0.18548 3.25651  0.827
O 3.17793 5.43990 0.10639  0.086
O -1.03928 0.15191 2.47872  -0.716
O 0.49538 8.77108 -0.31617  -0.045
N 2.32736 -1.47657 0.50006  -0.100
N -1.11496 -2.23296 -1.98443  -0.089
N 1.88149 0.85075 1.89565  -0.105
N 2.11049 7.18188 -0.84195  0.102
N -0.41806 3.23355 -0.31645  0.062
C -1.19213 -6.40726 4.52203  -0.089
C -2.68963 -1.74197 -3.72922  -0.125
C 0.98050 7.90076 -1.33035  -0.258
C -0.20459 5.80314 0.73418  -0.003
C -0.12117 -7.18250 4.10321  -0.103
C -0.67892 -2.92685 -4.24538  -0.096
C -1.34116 5.03939 0.95201  -0.040
C 2.13194 5.95516 -0.23559  -0.431
C 3.04772 -1.65193 -0.74432  -0.280
C -0.40310 -3.06447 2.92114  -0.326
C 0.86684 -6.60778 3.31593  -0.089
C -3.14535 -3.33488 1.81613  -0.314
C -0.95709 -4.44115 0.27263  -0.308
C 2.71684 2.01202 1.68620  -0.275
C 3.74749 1.84183 0.56710  -0.434
C -2.39907 1.88347 3.90538  -0.232
C 3.88387 -0.43188 -1.14493  -0.459
C -1.27639 -5.07198 4.15620  -0.061
C -0.35680 -2.83103 -2.90915  -0.192
C -3.65254 0.36337 2.06622  -0.257
C 0.66609 3.96972 -0.52533  -0.090
C -2.29501 -1.69633 -2.36942  -0.870
C 2.45456 -0.25612 2.63629  -0.193
C -0.29566 -4.48105 3.35920  -0.317
C 3.11673 -1.29540 1.70542  -0.198
C 0.77804 -5.27454 2.95043  -0.070
C -1.88470 -2.35341 -4.65823  -0.092
C -1.40362 3.76906 0.40072  -0.137
C 0.82111 5.26006 -0.03125  -0.127
H -2.28502 3.14903 0.53066  0.101
H -2.16127 5.42030 1.54590  0.108
H 1.64441 -2.21501 0.61529  0.076
H 4.18026 2.81624 0.34086  0.061
H 4.11172 -0.94512 1.42723  0.098
H 4.55157 1.17213 0.87036  0.064
H 3.73570 -2.51475 -0.73501  0.119
H -2.17818 -2.39285 -5.70076  0.101
H 0.06779 -4.43412 -0.10162  0.017
H -3.37327 2.06239 4.35936  0.057
H -1.09953 -5.30694 0.91884  0.023
H -0.02169 -3.43000 -4.94132  0.091
H -3.86339 -3.19419 1.00840  0.009
H 1.64246 -0.73787 3.18236  0.098
H -3.73957 -0.56855 1.50712  -0.013
H -0.94471 -2.46305 3.65243  0.054
H 0.58448 -2.61915 2.79537  0.038
H -1.62410 -4.51349 -0.58560  0.024
H -2.21251 2.56934 3.08023  0.039
H -1.96652 -6.84316 5.14135  0.100
H -3.12252 -4.38784 2.09998  0.020
H -4.57440 0.57002 2.61040  0.066
H -1.61902 1.98744 4.65754  0.054
H -0.19720 9.33142 -0.68238  0.092
H -2.11487 -4.47324 4.49386  0.108
H 1.70976 -7.20066 2.98265  0.101
H 4.16218 -0.53237 -2.19372  0.069
H -0.10799 6.79618 1.15213  0.117
H 1.00242 1.11549 2.31206  0.062
H 3.26231 -2.23032 2.26181  0.114
H 2.30386 -1.83535 -1.52315  0.100
H 1.55321 -4.83417 2.33102  0.108
H 3.00130 7.65473 -0.85586  0.153
H 3.19833 0.07903 3.37552  0.117
H 2.07022 2.85177 1.42647  0.094
H -0.05306 -8.22335 4.39256  0.097
H 3.27481 2.29682 2.59472  0.119
H -3.46410 -2.74378 2.67707  0.013
H -3.63186 -1.28706 -3.99818  0.088
H 1.46714 3.50506 -1.09158  0.096
H -3.41547 1.16251 1.36452  0.043
H 0.56843 -3.27276 -2.54281  0.093
H 0.20969 7.19036 -1.63498  0.127
H 4.80797 -0.36994 -0.57132  0.063
H 1.29201 8.47939 -2.20276  0.129

Forces on the atoms, in the same order (eV/Å):
0.6696 0.6111 -0.4615
-0.0149 -0.6701 0.5259
0.0836 -0.0639 -0.0315
-0.5456 0.2575 0.2423
-0.6472 0.6322 0.1995
-0.0809 -0.0657 0.0025
0.3557 0.1521 0.0873
0.0037 -0.0159 0.1038
-0.0954 -0.3545 -0.0785
-0.0076 0.0583 -0.3549
-0.1171 0.3016 0.3654
0.0078 0.1010 0.0532
-0.0920 -0.1326 -0.0628
-0.0256 -0.0124 0.0204
0.1392 -0.0911 -0.0060
-0.0437 -0.0736 -0.0331
0.0460 -0.0664 -0.0777
0.0090 -0.0439 0.0164
0.0155 -0.0348 -0.0270
0.0090 0.0130 0.0283
0.0618 0.1362 -0.1279
0.0399 0.0996 0.0231
-0.0970 -0.1022 -0.1672
0.0149 -0.0055 -0.0164
-0.0583 -0.0536 -0.0068
-0.0332 -0.0753 -0.0556
0.0823 -0.1226 -0.1272
-0.1718 -0.0520 -0.1090
0.0160 -0.3682 0.0337
-0.1836 0.1628 0.0498
0.0044 0.0346 -0.0414
0.0325 -0.0368 -0.0347
0.1473 -0.1470 0.1221
0.1260 -0.0530 0.0662
0.1704 -0.1546 -0.2025
0.0570 -0.0882 -0.2640
0.0523 -0.1027 0.0894
-0.1280 0.2272 0.0588
-0.0137 0.0519 0.0105
0.0000 0.0270 0.0415
0.0187 0.0485 -0.0266
-0.1090 0.0143 0.1183
0.0002 0.0205 0.0262
-0.0077 -0.0041 -0.0197
0.0285 -0.0346 0.0070
0.0564 -0.0107 0.0754
-0.0059 -0.0204 -0.0355
0.0432 0.0351 0.0039
-0.0321 -0.0150 -0.0508
-0.0268 0.0038 0.0105
0.0004 0.0197 0.0050
-0.0023 -0.0255 -0.0287
0.0085 0.0335 0.0416
0.0116 0.0025 0.0208
0.0399 0.0335 -0.0319
-0.0147 -0.0051 0.0028
0.0364 -0.0033 0.0053
0.0240 0.0469 0.0093
0.0179 0.0022 0.0089
0.0134 0.0397 -0.0131
-0.0183 -0.0103 -0.0367
0.0078 0.0028 -0.0018
0.0079 0.0233 0.0407
0.0099 -0.0018 -0.0016
0.0064 -0.0290 -0.0176
0.0145 -0.0099 -0.0386
0.0064 -0.0023 0.0022
-0.0047 -0.0008 0.0122
0.0734 -0.0568 0.0137
-0.0118 0.0375 -0.0170
-0.0865 0.0068 0.0531
0.0565 0.0066 0.0002
0.0084 -0.0284 -0.0042
-0.0033 -0.0057 0.0058
0.0503 -0.0745 0.0189
-0.0280 -0.0286 0.0466
0.0114 -0.0079 0.0496
-0.0062 0.0071 -0.0093
-0.0152 0.0602 -0.0199
0.0306 0.0176 0.0032
-0.0099 -0.0135 -0.0270
-0.0266 0.0341 -0.0322
0.0076 0.0447 0.0403
-0.0059 0.0257 -0.0162
-0.0054 -0.0137 0.0025
0.0396 -0.0340 -0.0415
0.0024 -0.0105 -0.0084

Calculated values
E_HOMO   -6.4 eV
Frontier orbital gap   6.452 eV
Total energy   -138396.186 eV
E_LUMO   0.1 eV
Spin multiplicity   1